The following is a DFT calculation (ωB97M-V/def2-TZVPD) of C4H4OS in the gas phase in a non-equilibrium geometry.

The value obtained for the calculated total energy is -17094.32518 eV. The value obtained for the highest occupied orbital energy is -0.301 Eh. The value obtained for the LUMO energy is 0.81 eV. The calculation puts the energy above the lowest of the compared OMol25 structures with the same formula, charge and spin at 18.9 kcal/mol. The molecular weight is 100.14 g/mol. As for the SMILES: Sc1ccco1.

Bonds (Å) are listed after each position.
CARTESIAN COORDINATES (ANGSTROEM)
1 S -1.731 -0.640 1.031  C2 1.773, H7 1.364
2 C -0.204 0.178 0.654  S1 1.773, C3 1.349, O6 1.358
3 C 0.984 -0.214 1.157  C2 1.349, C4 1.447, H8 1.112
4 C 1.919 0.747 0.612  C3 1.447, C5 1.372, H9 1.113
5 C 1.204 1.637 -0.149  C4 1.372, O6 1.378, H10 1.086
6 O -0.123 1.268 -0.152  C2 1.358, C5 1.378
7 H -2.552 0.176 0.309  S1 1.364
8 H 1.129 -1.099 1.815  C3 1.112
9 H 3.022 0.803 0.753  C4 1.113
10 H 1.643 2.436 -0.738  C5 1.086